C3H7NO | ωB97M-V with the def2-TZVPD basis set

Output
**ΔE to the lowest compared entry with this formula, charge and spin**: 379.6 kJ/mol
**Gap between HOMO and LUMO**: 10.5 eV
**HOMO**: -9.50 eV
**SMILES**: C/C=N/OC
**Lowest unoccupied orbital energy**: 0.98 eV

Cartesian coordinates (Å):
1 C -1.710 0.001 1.313
2 C -0.415 -0.082 0.519
3 N -0.301 0.861 -0.375
4 O 0.741 0.987 -1.285
5 C 1.745 0.001 -1.249
6 H -2.487 0.076 0.466
7 H -2.014 -0.952 1.951
8 H -1.616 1.017 1.834
9 H 0.273 -0.874 0.529
10 H 2.302 -0.066 -0.273
11 H 1.181 -1.048 -1.221
12 H 2.300 0.080 -2.209